No. 1
DFT (wB97M-V/def2-TZVPD) results for 2 unconnected molecules or ions with the total composition C3H3IO at a distorted geometry.

Each line ends with the natural charge from an NBO analysis.
Geometry (Å):
1 C -0.69 -1.18 -0.94  -0.110
2 C 0.41 -1.35 -0.48  -0.130
3 C 1.73 -1.37 -0.03  0.355
4 O 2.63 -0.60 -0.22  -0.479
5 H -1.64 -1.24 -1.41  0.243
6 H 1.82 -2.34 0.51  0.121
7 I 0.54 2.13 -0.62  -0.112
8 H 2.09 2.13 -0.35  0.114

Calculated values
- Lowest unoccupied orbital energy: -0.31 eV
- Energy relative to the best compared isomer or geometry (same formula, charge and spin): 36.5 kcal per mole
- HOMO level: -9.5 eV



No. 2
DFT (wB97M-V/def2-TZVPD) results for C3H3IS in the gas phase at a distorted geometry.

Each line ends with the natural charge from an NBO analysis.
Geometry (Å):
1 C -0.51 0.47 -1.01  -0.473
2 C -1.39 1.43 -2.33  -0.094
3 C -0.62 -0.24 0.44  -0.518
4 S -1.47 -0.21 -2.44  0.352
5 I -2.60 -0.41 1.23  0.059
6 H 0.64 0.60 -1.08  0.221
7 H -0.25 0.51 1.09  0.221
8 H -0.12 -1.17 0.63  0.232

Calculated values
- Lowest unoccupied orbital energy: -0.49 eV
- Energy relative to the best compared isomer or geometry (same formula, charge and spin): 59.2 kcal per mole
- HOMO level: -9.3 eV



No. 3
DFT (wB97M-V/def2-TZVPD) results for a molecular structure, C3H3InO2 at a distorted geometry.

Each line ends with the Mulliken charge.
Geometry (Å):
1 O -0.05 -0.70 -0.83  -0.311
2 C -0.09 0.80 1.22  -0.291
3 C 1.31 -0.18 -0.92  0.020
4 C 0.50 0.23 0.18  0.410
5 H -1.81 0.81 2.00  0.417
6 H 1.47 0.49 -1.78  0.226
7 H 2.07 -0.96 -0.80  0.229
8 O -1.41 0.25 1.29  -0.301
9 In -1.98 -0.75 -0.36  0.602

Calculated values
- Lowest unoccupied orbital energy (spin up / spin down): -4.03 / -7.88 eV
- Multiplicity: 2
- <S²>: 0.763
- Charge: +1
- Energy relative to the best compared isomer or geometry (same formula, charge and spin): 110.6 kcal per mole
- HOMO level (spin up / spin down): -13.7 / -13.4 eV



No. 4
DFT (wB97M-V/def2-TZVPD) results for a molecular structure, C3H3InO3 at a distorted geometry.

Each line ends with the Mulliken charge.
Geometry (Å):
1 C 0.16 -1.35 0.21  0.744
2 C 1.36 -1.15 -0.28  -0.160
3 O -0.78 -1.98 0.66  0.030
4 H 1.52 -1.31 -1.35  0.409
5 H 2.20 -1.01 0.42  0.412
6 H -1.63 -1.50 0.73  0.489
7 O 1.00 1.41 -0.57  -0.107
8 C -0.09 1.61 -0.20  0.882
9 In -2.71 3.06 0.26  1.580
10 O -1.04 2.21 0.12  -0.279

Calculated values
- Lowest unoccupied orbital energy (spin up / spin down): -21.88 / -23.89 eV
- Charge: +4
- Energy relative to the best compared isomer or geometry (same formula, charge and spin): 0.0 kcal per mole
- HOMO level (spin up / spin down): -32.0 / -29.1 eV



No. 5
DFT (wB97M-V/def2-TZVPD) results for a molecular structure, C3H3IrLiO3 at a distorted geometry.

Each line ends with the natural charge from an NBO analysis.
Geometry (Å):
1 O -1.60 -1.11 -0.46  -0.630
2 C -0.83 -1.96 -0.30  0.424
3 C 0.52 -2.02 0.05  -0.519
4 Li -1.78 0.26 -1.81  0.947
5 Ir 0.24 0.05 -1.12  0.364
6 H -0.11 -2.68 0.76  0.340
7 H 0.96 -1.42 0.85  0.281
8 O 0.85 1.61 1.13  -0.691
9 C 0.65 1.81 -0.18  0.533
10 O 0.33 2.99 -0.45  -0.562
11 H 0.77 2.47 1.54  0.513

Calculated values
- Lowest unoccupied orbital energy (spin up / spin down): -5.09 / -7.80 eV
- Multiplicity: 5
- <S²>: 6.017
- Charge: +1
- Energy relative to the best compared isomer or geometry (same formula, charge and spin): 18.4 kcal per mole
- HOMO level (spin up / spin down): -13.2 / -13.9 eV



No. 6
DFT (wB97M-V/def2-TZVPD) results for a molecular structure, C3H3LiO2Tm at a distorted geometry.

Each line ends with the natural charge from an NBO analysis.
Geometry (Å):
1 O 0.05 -0.27 -0.10  -0.620
2 C -0.79 -0.35 0.83  0.310
3 C -2.19 0.11 0.62  -0.755
4 H -2.84 -0.54 1.22  0.314
5 H -2.30 1.10 1.08  0.329
6 H -2.45 0.15 -0.45  0.294
7 O 2.77 0.87 2.56  -0.780
8 C 3.66 1.56 2.42  0.810
9 Tm 0.80 -0.60 2.67  2.105
10 Li 0.21 -0.18 -2.04  0.992

Calculated values
- Lowest unoccupied orbital energy (spin up / spin down): -13.60 / -15.73 eV
- Multiplicity: 3
- <S²>: 2.019
- Charge: +3
- Energy relative to the best compared isomer or geometry (same formula, charge and spin): 0.0 kcal per mole
- HOMO level (spin up / spin down): -23.3 / -22.3 eV



No. 7
DFT (wB97M-V/def2-TZVPD) results for a molecular structure, C3H3LiO3Pt at a distorted geometry.

Each line ends with the natural charge from an NBO analysis.
Geometry (Å):
1 O 0.91 0.45 0.27  -0.509
2 C -0.56 0.87 0.27  -0.245
3 C -1.16 -0.51 0.28  -0.130
4 O -0.11 -1.18 -0.73  -0.399
5 C 1.02 -0.69 -0.41  0.967
6 O 2.18 -1.12 -0.54  -0.501
7 Pt 2.72 0.52 0.20  1.030
8 H -0.73 1.48 1.16  0.265
9 H -2.17 -0.62 -0.12  0.277
10 H -1.12 -1.13 1.19  0.272
11 Li -0.99 1.92 -1.58  0.973

Calculated values
- Lowest unoccupied orbital energy (spin up / spin down): -9.41 / -12.44 eV
- Multiplicity: 3
- <S²>: 2.010
- Charge: +2
- HOMO level (spin up / spin down): -18.2 / -18.4 eV



No. 8
DFT (wB97M-V/def2-TZVPD) results for a molecular structure, C3H3LiO3Sr at a distorted geometry.

Each line ends with the natural charge from an NBO analysis.
Geometry (Å):
1 H 2.83 0.68 2.92  -0.294
2 C 0.30 0.13 0.96  -0.066
3 C -0.56 1.08 0.22  -0.229
4 O -0.86 0.43 -1.03  -0.436
5 C -0.29 -0.72 -1.03  1.005
6 O 0.39 -0.92 0.16  -0.457
7 O -0.35 -1.60 -1.86  -0.838
8 Sr -1.10 -2.50 -4.13  1.953
9 H -0.04 2.03 0.03  0.252
10 H -1.50 1.29 0.76  0.244
11 Li 1.18 0.11 2.99  0.866

Calculated values
- Lowest unoccupied orbital energy (spin up / spin down): -9.58 / -9.66 eV
- Charge: +2
- HOMO level (spin up / spin down): -11.7 / -15.0 eV



No. 9
DFT (wB97M-V/def2-TZVPD) results for a molecular structure, C3H3LiO9 at a distorted geometry.

Each line ends with the natural charge from an NBO analysis.
Geometry (Å):
1 Li -0.04 -0.24 0.87  0.918
2 O -1.35 1.91 -2.44  -0.727
3 C -0.86 0.84 -1.93  0.900
4 O -0.05 0.28 -2.69  -0.818
5 O -1.03 0.44 -0.76  -0.809
6 H -0.82 1.45 -3.10  0.493
7 O 1.91 -1.71 -2.27  -0.741
8 C 1.97 -2.08 -1.02  0.945
9 O 2.87 -2.85 -0.66  -0.804
10 O 1.13 -1.49 -0.21  -0.918
11 H 1.21 -1.08 -2.10  0.525
12 O -1.62 1.11 4.00  -0.733
13 C -0.89 0.59 3.03  0.931
14 O -0.09 1.35 2.46  -0.849
15 O -1.05 -0.53 2.63  -0.792
16 H -1.28 1.99 4.19  0.477

Calculated values
- Lowest unoccupied orbital energy: 5.34 eV
- Charge: -2
- Energy relative to the best compared isomer or geometry (same formula, charge and spin): 54.0 kcal per mole
- HOMO level: -1.4 eV



No. 10
DFT (wB97M-V/def2-TZVPD) results for a molecular structure, C3H3N2 at a distorted geometry.

Each line ends with the natural charge from an NBO analysis.
Geometry (Å):
1 C -0.20 1.01 0.53  -0.065
2 C 0.80 -0.02 0.43  0.349
3 C -0.64 -1.18 -0.63  0.505
4 N -1.01 0.74 -0.38  -0.142
5 N 0.46 -1.20 -0.05  -0.421
6 H 0.00 1.90 0.98  0.260
7 H 1.83 0.35 0.44  0.265
8 H -1.25 -1.61 -1.31  0.251

Calculated values
- Lowest unoccupied orbital energy (spin up / spin down): -8.51 / -8.43 eV
- Charge: +1
- Energy relative to the best compared isomer or geometry (same formula, charge and spin): 75.0 kcal per mole
- HOMO level (spin up / spin down): -15.9 / -16.3 eV